Arrangement A

Computed, not measured: 6 unconnected molecules or ions with the total composition C16H46N2O6, with ωB97M-V/def2-TZVPD.

Output
Lowest unoccupied orbital energy   0.63 eV
HOMO-LUMO gap   9.84 eV

Cartesian coordinates (Å):
C: 6.3794 -5.8315 6.5237
C: 6.6142 -4.2902 6.6638
C: 6.2968 -3.7433 8.1143
O: 4.9439 -4.0316 8.4093
C: 4.4839 -3.4267 9.5945
N: 8.0329 -4.0264 6.4080
H: 5.4166 -6.1233 6.9430
H: 7.0367 -6.4912 7.0902
H: 6.4762 -6.0360 5.4574
H: 5.9345 -3.6804 6.0686
H: 6.5960 -2.7007 8.2215
H: 6.9123 -4.2835 8.8337
H: 3.4689 -3.7550 9.8185
H: 4.2446 -2.3646 9.5431
H: 5.1160 -3.5999 10.4654
H: 8.6259 -4.7345 6.8167
H: 8.2006 -4.2346 5.4340
C: 11.4816 -2.0813 15.2996
C: 12.5280 -1.0934 14.7400
C: 12.9312 -1.3076 13.2474
O: 13.1263 -2.7025 12.9260
C: 13.3777 -3.0184 11.5546
N: 12.1926 0.2767 14.9757
H: 11.9075 -3.0720 15.4586
H: 10.6430 -2.1049 14.6036
H: 11.1168 -1.8545 16.3014
H: 13.4609 -1.2391 15.2846
H: 13.7969 -0.7459 12.8963
H: 12.0638 -0.9888 12.6693
H: 14.2248 -2.4428 11.1813
H: 12.5846 -2.8457 10.8272
H: 13.5122 -4.0740 11.3184
H: 12.9500 0.9015 14.7388
H: 12.0577 0.2824 15.9766
C: 10.4779 -1.5190 8.8623
C: 9.1656 -1.0272 8.4416
O: 8.8600 -1.3910 7.1510
H: 10.5382 -1.3924 9.9433
H: 11.1774 -0.8816 8.3215
H: 10.6012 -2.5905 8.7048
H: 9.2122 0.0510 8.2890
H: 8.3677 -1.2417 9.1526
H: 8.6008 -2.3144 7.1087
C: 14.0626 0.2559 8.4395
C: 14.4976 -0.8921 7.5828
O: 14.6104 -1.9942 8.4330
H: 13.1190 0.5435 7.9758
H: 14.7223 1.1184 8.3442
H: 13.6360 0.1110 9.4320
H: 15.4413 -0.5504 7.1576
H: 13.7826 -1.1164 6.7912
H: 15.4998 -2.2406 8.6972
C: 6.3607 0.7070 6.4359
C: 5.4033 -0.4968 6.5432
O: 4.4806 -0.6788 5.5238
H: 6.8408 0.9843 7.3744
H: 5.7755 1.6128 6.2770
H: 7.1229 0.5397 5.6748
H: 4.8824 -0.3729 7.4925
H: 5.9529 -1.4095 6.7739
H: 3.6957 -1.1126 5.8665
C: 10.5756 -2.4726 4.2576
C: 11.3440 -1.2760 4.7995
O: 10.5072 -0.2822 5.3326
H: 9.7330 -2.7546 4.8889
H: 11.1271 -3.3966 4.0837
H: 10.2046 -2.3213 3.2439
H: 11.7958 -0.7301 3.9713
H: 12.0855 -1.5873 5.5353
H: 9.9162 -0.6666 5.9841



Arrangement B

Computed, not measured: 6 unconnected molecules or ions with the total composition C16H46N2O6, with ωB97M-V/def2-TZVPD.

Output
Lowest unoccupied orbital energy   0.40 eV
HOMO-LUMO gap   9.73 eV

Cartesian coordinates (Å):
C: 2.9639 2.0198 3.0176
C: 3.1530 3.5088 3.2302
C: 2.6144 4.3530 2.0772
O: 3.0114 3.7907 0.8504
C: 2.1282 4.0994 -0.1998
N: 2.5206 4.0092 4.4659
H: 1.8985 1.8071 2.8676
H: 3.3298 1.4600 3.8787
H: 3.4804 1.6421 2.1339
H: 4.2189 3.7467 3.3151
H: 2.9892 5.3770 2.1709
H: 1.5157 4.3914 2.1513
H: 1.1577 3.6057 -0.0331
H: 2.5154 3.6913 -1.1293
H: 1.9369 5.1740 -0.2893
H: 2.9654 3.5535 5.2617
H: 1.5804 3.6120 4.5194
C: -5.5495 1.4200 -1.3199
C: -5.7376 0.1476 -0.5312
C: -4.4096 -0.3282 0.0303
O: -4.6413 -1.5421 0.7275
C: -3.4437 -2.1803 1.1296
N: -6.7241 0.3467 0.5390
H: -4.8187 2.1238 -0.9089
H: -6.4789 1.9928 -1.3948
H: -5.2372 1.2093 -2.3453
H: -6.1333 -0.6569 -1.1563
H: -4.0442 0.4433 0.7266
H: -3.6511 -0.5361 -0.7353
H: -3.6632 -2.8037 1.9957
H: -2.6863 -1.4515 1.4330
H: -3.0587 -2.8091 0.3199
H: -6.5829 -0.3143 1.2948
H: -6.5842 1.2664 0.9503
C: -0.0285 -0.0575 0.6128
C: -0.7839 0.8700 -0.3061
O: 0.1036 1.2745 -1.3364
H: 0.2309 -0.9708 0.0853
H: -0.6107 -0.2623 1.5166
H: 0.8923 0.4131 0.9693
H: -1.2463 1.7321 0.1838
H: -1.5911 0.2885 -0.7691
H: -0.3875 1.3318 -2.1636
C: 3.6901 -1.7776 0.0974
C: 4.3517 -2.4430 -1.0930
O: 5.6847 -2.8003 -0.7548
H: 4.3339 -0.9899 0.4962
H: 3.5008 -2.5001 0.8905
H: 2.7721 -1.2706 -0.2043
H: 4.3250 -1.7553 -1.9517
H: 3.7637 -3.3109 -1.4173
H: 5.9599 -3.5340 -1.3092
C: 0.4608 -3.9206 0.4908
C: 0.2918 -5.1982 1.2903
O: 0.0131 -6.3143 0.4285
H: 1.1106 -4.0571 -0.3747
H: 0.9012 -3.1405 1.1148
H: -0.4970 -3.5652 0.1016
H: -0.5022 -5.0851 2.0290
H: 1.2359 -5.4283 1.7873
H: -0.8987 -6.5968 0.5283
C: 1.2468 0.3370 -4.2009
C: -0.1296 0.0767 -4.7231
O: -1.0878 0.8683 -3.9479
H: 1.9977 -0.2052 -4.7799
H: 1.3613 0.0065 -3.1658
H: 1.4883 1.3991 -4.2154
H: -0.4232 -0.9726 -4.6671
H: -0.2167 0.3935 -5.7659
H: -1.8485 0.9957 -4.5195



The least stable of them is arrangement A.



Arrangement A

Computed, not measured: C3H3ClN2O in the gas phase, with ωB97M-V/def2-TZVPD.

Output
Lowest unoccupied orbital energy   0.61 eV
HOMO-LUMO gap   9.46 eV

Cartesian coordinates (Å):
C: 0.0718 0.7044 -0.0058
C: -0.0147 -1.4973 -0.0050
C: -0.8188 -0.3488 0.0008
H: -1.0242 2.2198 -0.0035
H: 2.1894 0.6588 0.0050
H: -0.3426 -2.5448 0.0146
N: 1.3018 0.1642 -0.0001
N: 1.2730 -1.1875 -0.0035
O: -0.0976 2.0380 -0.0007
Cl: -2.5381 -0.2069 -0.0019



Arrangement B

Computed, not measured: C3H3ClN2O in the gas phase, with ωB97M-V/def2-TZVPD.

Output
Lowest unoccupied orbital energy   0.62 eV
HOMO-LUMO gap   10.15 eV

Cartesian coordinates (Å):
C: -0.4158 0.2310 -0.1059
C: 1.2528 -1.0706 -0.6116
C: -0.6673 0.8610 1.1909
N: -0.8886 0.1700 -1.2415
N: 0.9927 -1.1964 -1.8202
O: -0.2623 -0.4838 -2.2078
Cl: 2.3351 -1.6662 0.4396
H: -0.0507 1.7053 1.1792
H: -1.7611 1.1830 1.0948
H: -0.5350 0.2668 2.0826



The least stable of them is arrangement B.



Arrangement A

Computed, not measured: a molecular structure, C6H8N, with ωB97M-V/def2-TZVPD.

Output
Total charge   +1
Lowest unoccupied orbital energy   -6.28 eV
HOMO-LUMO gap   9.90 eV

Cartesian coordinates (Å):
C: -2.6997 -0.1966 0.1150
C: -0.4420 -1.0764 -0.5418
C: -1.7410 -1.1182 0.3429
C: -0.2177 0.4725 -0.5056
C: -1.4682 0.8469 0.3723
C: 1.2249 0.7743 0.0465
N: -2.6422 0.9882 -0.3092
H: 0.4573 -1.3910 0.1101
H: -0.5302 -1.5797 -1.5344
H: -1.7958 -2.0070 0.9397
H: -0.5178 1.0089 -1.4290
H: -1.2758 1.2804 1.4252
H: 1.2386 0.5407 1.2071
H: 1.5014 1.9204 -0.1392
H: 1.8524 0.2025 -0.7235



Arrangement B

Computed, not measured: a gas-phase ion, C6H8N (charge +1), with ωB97M-V/def2-TZVPD.

Output
Total charge   +1
Lowest unoccupied orbital energy   -5.10 eV
HOMO-LUMO gap   8.73 eV

Cartesian coordinates (Å):
C: 1.2929 0.1025 -1.8361
C: -0.6330 2.3504 1.6798
C: 0.8880 -0.9620 -0.8767
C: -0.8028 -1.2453 1.2785
C: -0.9965 0.1032 0.5844
C: -0.0437 -0.8811 0.0365
N: -0.8536 1.2650 1.2780
H: 1.2541 1.0724 -1.2892
H: 2.2544 -0.1399 -2.3223
H: -0.7427 3.3459 1.8589
H: 0.5965 0.1323 -2.6974
H: 1.4043 -1.8791 -1.1566
H: -0.2520 -1.3024 2.2390
H: -1.4392 -2.0834 1.1800
H: -1.9268 0.1215 0.0432



The least stable of them is arrangement A.



Arrangement A

Computed, not measured: a gas-phase ion, C6H8N (charge +1), with ωB97M-V/def2-TZVPD.

Output
Total charge   +1
Lowest unoccupied orbital energy   -5.37 eV
HOMO-LUMO gap   9.34 eV

Cartesian coordinates (Å):
C: -0.5801 -1.4758 2.6895
C: 0.4694 2.0007 0.1188
C: -0.1332 -1.2271 0.2896
C: -0.0912 0.4787 -0.2512
C: 0.1587 -0.2140 -1.5383
C: 0.0831 -1.6403 -0.9513
N: -0.3487 -1.5939 1.5527
H: -1.0227 -1.4077 3.5677
H: 0.5386 2.1531 1.1468
H: -0.2359 2.6984 -0.2835
H: 1.4247 2.0569 -0.2957
H: -1.1000 0.6670 -0.2149
H: -0.5233 0.0323 -2.3105
H: 1.1374 -0.0089 -1.8673
H: 0.2233 -2.5194 -1.6524



Arrangement B

Computed, not measured: a gas-phase ion, C6H8N (charge +1), with ωB97M-V/def2-TZVPD.

Output
Total charge   +1
Lowest unoccupied orbital energy   -4.54 eV
HOMO-LUMO gap   9.30 eV

Cartesian coordinates (Å):
C: -1.2246 -1.5381 0.4942
C: -1.4853 -0.3174 0.1708
C: -0.1910 -2.2854 0.5410
C: -0.8212 0.7529 -0.0808
C: 1.0444 -1.3495 0.2578
C: -0.8928 2.1417 -0.4971
N: 0.8025 0.1078 -0.1818
H: -0.1061 -3.2839 1.0044
H: 1.4512 -1.1821 1.2970
H: 1.8363 -1.7003 -0.4784
H: -1.5180 2.6776 0.1649
H: -1.3054 2.2240 -1.4757
H: 0.0154 2.7202 -0.3127
H: 1.2061 0.2241 -1.1948
H: 1.1886 0.8084 0.2910



The least stable of them is arrangement B.



Arrangement A

Computed, not measured: a gas-phase ion, H2NOS2 (charge -1), with ωB97M-V/def2-TZVPD.

Output
Total charge   -1
Lowest unoccupied orbital energy   3.75 eV
HOMO-LUMO gap   7.99 eV

Cartesian coordinates (Å):
N: 0.1071 -1.0741 0.6854
O: 1.5713 0.6674 -0.4368
S: -1.1809 0.5113 -1.5065
S: 0.1581 0.2217 -0.1197
H: -0.6550 -1.4794 0.2858
H: -0.0006 1.1531 1.0919



Arrangement B

Computed, not measured: a molecular structure, H2NOS2, with ωB97M-V/def2-TZVPD.

Output
Total charge   -1
Lowest unoccupied orbital energy (spin up / spin down)   3.70 / 3.70 eV
HOMO-LUMO gap (spin up / spin down)   6.91 / 6.58 eV

Cartesian coordinates (Å):
N: 0.7051 -0.0392 0.6121
O: -1.1701 -0.6900 -0.1887
S: 0.4303 1.5226 -0.0124
S: 1.9774 -0.8197 0.0604
H: -0.9187 1.4502 0.2253
H: -1.0240 -1.4240 -0.6967



The least stable of them is arrangement B.



Arrangement A

Computed, not measured: a molecular structure, C5H8O, with ωB97M-V/def2-TZVPD.

Output
Lowest unoccupied orbital energy   1.06 eV
HOMO-LUMO gap   9.29 eV

Cartesian coordinates (Å):
C: -0.8471 -1.0250 -0.2272
C: -0.2325 0.0825 -1.0748
C: -0.7084 1.0787 -0.0084
C: -0.4650 -0.1047 0.9617
O: 0.9400 -0.2529 1.1362
C: 1.5183 -0.0133 -0.0949
H: -1.9403 -1.0684 -0.3454
H: -0.4260 -2.0294 -0.2766
H: 0.7877 0.0264 -1.4761
H: -1.7824 1.2963 -0.0972
H: -0.1589 2.0108 0.1276
H: -0.9230 -0.1773 1.9491
H: 2.2404 -0.8009 -0.3820
H: 1.9970 0.9775 -0.1920



Arrangement B

Computed, not measured: C5H8O in the gas phase, with ωB97M-V/def2-TZVPD.

Output
Lowest unoccupied orbital energy   1.16 eV
HOMO-LUMO gap   10.28 eV

Cartesian coordinates (Å):
C: -1.3175 -0.7111 -0.6449
C: -0.4142 -0.6666 0.5582
C: 0.9810 -0.4718 -0.0702
C: 1.2913 0.9845 0.2406
O: 0.0303 1.6023 -0.0513
C: -0.9738 0.6267 0.1167
H: -0.8891 -1.2862 -1.4696
H: -2.3763 -0.9143 -0.5693
H: -0.5680 -1.1616 1.5130
H: 0.7344 -0.4562 -1.1372
H: 1.7436 -1.2248 0.1360
H: 2.0466 1.4365 -0.4116
H: 1.5938 1.1583 1.2874
H: -1.8819 1.0845 0.5020



Arrangement C

Computed, not measured: a molecular structure, C5H8O, with ωB97M-V/def2-TZVPD.

Output
Lowest unoccupied orbital energy   1.15 eV
HOMO-LUMO gap   9.65 eV

Cartesian coordinates (Å):
C: 0.3477 1.5193 0.3004
C: -0.4617 0.4631 0.8853
C: -0.8520 -1.0422 -0.2558
C: 0.3318 -0.9712 -1.0882
O: 1.1897 -1.0258 0.0542
C: 0.0354 -0.9248 0.9215
H: 1.4170 1.4836 0.5133
H: -0.0805 2.5244 0.3702
H: 0.4382 1.1925 -0.9323
H: -1.4444 0.6861 1.2900
H: -1.9027 -1.2124 -0.4471
H: 0.4328 0.2557 -1.5487
H: 0.6228 -1.5399 -1.9689
H: 0.0707 -1.5380 1.8143



The least stable of them is arrangement A.